39
Properties=species:S:1:pos:R:3:forces:R:3:lowdin_charge:R:1 method="wB97M-V/def2-TZVPD" total_energy_ev=-53519.4291 smiles="O=C1C[C@@H](SCc2nc3ccccc3[nH]2)C(=O)N1c1ccc(F)c(Cl)c1" e_lumo_ev=0.355 fmax_ha_per_bohr=0.0161
O -0.75060 -3.29744 1.04549 0.072 -0.146 0.207 0.124
C -1.18540 -2.45068 0.31889 -0.416 -0.071 -0.110 -0.390
C -2.64347 -2.15159 0.05643 -0.110 -0.114 0.060 -0.073
C -2.62250 -1.37021 -1.24107 -0.576 0.536 -0.001 -0.473
S -3.88612 -0.08165 -1.48774 0.064 -0.039 0.014 0.933
C -3.66595 1.00050 -0.01584 -0.240 -0.560 -0.397 -0.366
C -2.24723 1.31459 0.23537 0.083 0.255 0.190 -0.421
N -1.54907 0.77272 1.19528 -0.545 -0.243 0.234 0.182
C -0.28647 1.29983 1.07859 0.202 0.550 -0.587 -0.231
C 0.85287 1.08603 1.84561 -0.068 0.191 -0.063 -0.025
C 2.00847 1.73027 1.46036 0.061 -0.072 0.193 -0.094
C 2.04528 2.56887 0.34400 -0.005 0.115 -0.120 -0.087
C 0.92021 2.81385 -0.41617 0.017 0.089 -0.126 -0.013
C -0.24706 2.17578 -0.03124 0.276 -0.269 0.542 -0.196
N -1.52565 2.18689 -0.52670 -0.205 0.171 0.169 0.167
C -1.20392 -0.83739 -1.33839 -0.153 -0.037 -0.179 -0.438
O -0.82530 0.02471 -2.08359 0.092 -0.110 -0.147 0.096
N -0.42384 -1.56362 -0.44843 0.292 -0.081 -0.069 0.120
C 0.97386 -1.38352 -0.29372 0.502 -0.019 0.003 -0.158
C 1.60086 -1.74738 0.89554 0.031 -0.079 -0.058 -0.014
C 2.95742 -1.54255 1.05308 0.111 0.059 -0.227 0.003
C 3.69075 -0.95456 0.03996 -0.112 -0.019 -0.085 -0.310
F 5.00366 -0.73664 0.21858 -0.131 0.008 -0.058 0.059
C 3.07704 -0.58822 -1.15059 0.028 -0.174 0.366 -0.595
Cl 3.98544 0.15283 -2.41056 0.106 0.058 -0.059 0.723
C 1.72211 -0.81856 -1.32151 0.021 -0.023 0.024 -0.016
H -3.24131 -3.06091 0.03121 0.102 0.020 0.004 0.134
H -2.98652 -1.53051 0.88833 0.047 -0.046 -0.032 0.118
H -2.78636 -2.02165 -2.10601 0.091 0.013 0.074 0.123
H -4.10139 0.50639 0.85150 0.104 0.191 0.034 0.081
H -4.24239 1.89213 -0.26108 -0.051 -0.020 0.063 0.081
H 0.81937 0.44116 2.70855 0.005 -0.100 0.100 0.116
H 2.91265 1.58484 2.03210 0.096 -0.024 0.046 0.106
H 2.97846 3.03989 0.07469 0.083 0.048 -0.041 0.105
H 0.94757 3.46688 -1.27455 0.054 0.080 -0.096 0.111
H -1.83246 2.62701 -1.37803 0.002 -0.141 0.014 0.170
H 1.03818 -2.19503 1.69572 -0.013 -0.002 0.021 0.112
H 3.45596 -1.82266 1.96703 0.072 -0.016 0.098 0.126
H 1.26284 -0.53040 -2.25109 0.010 0.020 0.000 0.109